74
Properties=species:S:1:pos:R:3:forces:R:3 method="wB97M-V/def2-TZVPD" orbital_gap_ev="6.0080 / 6.0071" fmax_ha_per_bohr=0.050 e_tot_ev=-84588.468 total_charge=+3
Mo -0.84703 -1.13931 0.62533 1.533 -0.307 -1.170
C -4.14070 1.99628 2.27315 0.027 0.003 -0.129
C -2.70960 1.83215 1.71462 0.141 0.190 0.070
C -1.72358 2.62095 2.57673 -0.006 -0.061 -0.092
C -2.45290 0.34738 1.68097 -0.231 -0.288 0.020
C -3.13203 -0.45665 0.72215 -0.312 0.115 0.278
C -3.30194 -1.83533 0.92719 -0.183 0.210 0.362
C -2.68789 -2.49398 2.00239 0.004 0.121 0.046
C -3.02265 -3.91375 2.34721 0.095 -0.063 -0.080
C -1.87537 -1.72270 2.86092 -0.396 0.217 0.165
C -1.77444 -0.33035 2.72385 -0.368 0.067 0.111
H -4.36069 3.05876 2.36534 -0.017 0.000 0.007
H -4.22629 1.54513 3.26304 0.005 0.014 0.009
H -4.89125 1.55276 1.61849 -0.012 0.003 0.020
H -2.70225 2.21679 0.69079 0.000 -0.083 0.003
H -1.94357 2.49285 3.63769 0.052 -0.013 0.015
H -1.82801 3.68206 2.35732 -0.010 0.022 0.041
H -0.68280 2.34386 2.39479 -0.082 0.016 0.046
H -3.70740 0.03171 -0.05558 0.157 -0.024 -0.133
H -3.99273 -2.37575 0.28958 0.212 -0.063 -0.177
H -3.28769 -4.50065 1.46836 0.015 -0.014 0.007
H -3.89775 -3.90958 3.00258 0.004 0.005 -0.005
H -2.21809 -4.40025 2.89786 -0.005 -0.024 -0.022
H -1.43722 -2.19374 3.73331 0.201 -0.013 -0.106
H -1.31061 0.24219 3.51744 0.286 -0.027 -0.152
O -0.61031 -7.87557 0.35745 0.017 0.032 0.023
C -0.56646 -6.70761 0.34779 -0.090 -0.043 -0.031
S 0.38228 -5.71943 1.54307 -0.082 0.304 -0.131
C -0.02609 -4.19801 0.86912 1.081 0.175 1.017
C -0.88764 -4.18193 -0.28370 -0.691 0.152 -1.302
S -1.19500 -2.75891 -1.14131 0.033 -0.266 0.489
S -1.44629 -5.68531 -0.88272 0.153 0.314 0.154
S 0.71868 -2.79304 1.43627 -0.522 -0.349 -0.131
C 3.40809 2.59009 -0.22158 0.070 0.091 -0.025
C 2.61939 1.38876 0.30065 -0.376 -0.173 -0.290
C 3.56392 0.23471 0.64421 0.072 0.043 -0.001
C 1.84911 1.75646 1.57444 0.081 0.076 -0.042
P 1.40918 0.78328 -1.05360 1.036 0.689 -0.810
N 0.33697 -0.18857 -0.23561 -1.865 -1.022 1.407
C 2.22991 -0.34219 -2.38271 -0.276 0.457 0.506
C 3.45812 0.39643 -2.91741 0.112 0.000 -0.128
C 1.21042 -0.57571 -3.49665 0.036 -0.030 -0.106
C 2.61965 -1.69414 -1.78804 0.068 -0.042 0.003
C 0.28600 2.15038 -1.79310 0.293 -0.451 0.352
C -0.17122 3.01529 -0.61557 0.016 0.057 -0.064
C 1.08348 2.97870 -2.79774 0.035 0.106 -0.140
C -0.94763 1.52025 -2.45023 -0.026 0.089 -0.108
H 4.16930 2.84521 0.51844 -0.021 -0.025 0.028
H 2.78303 3.47192 -0.35499 0.038 -0.013 0.006
H 3.92846 2.37594 -1.15437 -0.003 0.049 0.040
H 4.18825 0.54741 1.48276 -0.054 0.041 0.026
H 4.24252 -0.01278 -0.16793 -0.043 -0.035 0.024
H 3.01400 -0.65393 0.95900 0.059 -0.076 0.000
H 2.58332 1.92348 2.36405 0.021 -0.026 -0.004
H 1.19548 0.94519 1.90100 0.016 0.014 0.073
H 1.27486 2.67246 1.47815 0.010 -0.051 0.005
H 3.23871 1.42112 -3.21663 0.046 -0.049 -0.017
H 3.80830 -0.12744 -3.80972 -0.025 -0.030 0.014
H 4.28248 0.39928 -2.20671 -0.016 0.033 -0.025
H 1.04423 0.31253 -4.10134 -0.063 -0.010 0.037
H 0.25845 -0.94902 -3.11524 -0.038 0.018 -0.045
H 1.61075 -1.33764 -4.16842 0.049 0.001 0.041
H 3.41120 -1.63674 -1.04818 -0.051 -0.018 -0.008
H 2.99149 -2.31463 -2.60608 -0.022 0.017 -0.012
H 1.75843 -2.20319 -1.35648 -0.081 -0.094 0.042
H 0.63733 3.61397 -0.20177 -0.031 -0.037 0.025
H -0.62619 2.41005 0.17109 0.071 0.110 -0.032
H -0.92543 3.71622 -0.97739 -0.015 -0.023 -0.052
H 2.00607 3.37889 -2.37895 -0.043 0.001 -0.045
H 0.47185 3.83240 -3.09794 -0.037 -0.019 0.023
H 1.31557 2.42197 -3.70459 0.006 0.020 0.030
H -1.38229 0.72028 -1.84803 -0.069 0.020 -0.016
H -0.74524 1.14420 -3.44749 -0.010 -0.062 0.030
H -1.70503 2.29810 -2.56078 0.021 0.035 0.037